w.
The following is a quantum chemistry calculation of a structure of composition C2H3N3O, from the OMol25 dataset.

Calculated values
E_LUMO   0.918 eV
HOMO level   -8.627 eV

Atoms and positions in Å:
1 C -0.5644 -0.3345 0.5348
2 C 0.9634 0.9138 -0.4127
3 H -1.0097 -0.6892 2.3119
4 H -0.8983 -1.1313 -1.4015
5 H 2.0857 1.3637 -0.6572
6 N -1.0106 -1.0382 1.4828
7 N -0.3226 -0.4811 -0.9402
8 N 0.5611 0.3272 -1.4825
9 O 0.3542 0.6657 0.6992

Mulliken charges in e:
1 C 0.532
2 C 0.101
3 H 0.260
4 H 0.212
5 H 0.290
6 N -0.674
7 N 0.130
8 N -0.541
9 O -0.309


x.
The following is a quantum chemistry calculation of a cluster of 2 separate species, C2H3N3O in total, from the OMol25 dataset.

Calculated values
E_LUMO   0.412 eV
HOMO level   -7.435 eV

Atoms and positions in Å:
1 C -0.6267 1.3972 0.2035
2 C 0.1555 -0.5478 0.2905
3 N -0.9742 -0.9431 0.0133
4 N -2.1224 -0.9903 -0.0709
5 N 1.3971 -0.9426 -0.0693
6 O -1.7827 1.4363 -0.1056
7 H 0.2366 2.0135 0.4339
8 H 2.0738 -0.2425 0.3318
9 H 1.6430 -1.1807 -1.0272

Mulliken charges in e:
1 C 0.155
2 C 0.006
3 N 0.572
4 N -0.692
5 N -0.461
6 O -0.383
7 H 0.320
8 H 0.265
9 H 0.218


Most stable: w. Least stable: x.


w.
The following is a quantum chemistry calculation of an isolated molecule of C2H3N3O, from the OMol25 dataset.

Calculated values
E_LUMO (alpha / beta)   -0.536 / -0.540 eV
HOMO level (alpha / beta)   -8.762 / -8.763 eV

Atoms and positions in Å:
1 C 0.4703 1.0066 -0.0001
2 C -0.1086 -0.3727 0.0956
3 N -1.2585 -0.7958 0.8784
4 O -2.2704 -0.1916 0.6231
5 N 0.7839 -2.3331 -1.0363
6 N 0.4210 -1.4017 -0.4904
7 H 1.3866 0.9903 -0.5988
8 H -0.2266 1.7177 -0.4503
9 H 0.7408 1.3723 0.9982

Mulliken charges in e:
1 C -0.875
2 C 0.498
3 N -0.127
4 O -0.277
5 N -0.592
6 N 0.532
7 H 0.301
8 H 0.264
9 H 0.275


x.
The following is a quantum chemistry calculation of an isolated molecule of C2H3N3O, from the OMol25 dataset.

Calculated values
E_LUMO   0.751 eV
Structure (SMILES)   [H]/N=C(\O)N1C=N1
HOMO level   -10.274 eV

Atoms and positions in Å:
1 H 1.2592 -1.5847 -1.2313
2 N 0.4869 -1.3236 -0.6211
3 C 0.4229 -0.0704 -0.5333
4 O 1.2690 0.8120 -1.1029
5 N -0.6239 0.6421 0.1505
6 C -1.0605 0.0669 1.3634
7 N -1.8346 -0.3327 0.4875
8 H 0.9198 1.7013 -0.9353
9 H -0.8388 0.0891 2.4225

Mulliken charges in e:
1 H 0.271
2 N -0.622
3 C 0.664
4 O -0.487
5 N -0.353
6 C 0.213
7 N -0.349
8 H 0.362
9 H 0.301


y.
The following is a quantum chemistry calculation of an isolated molecule of C2H3N3O, from the OMol25 dataset.

Calculated values
E_LUMO   0.895 eV
Structure (SMILES)   Oc1nc[nH]n1
HOMO level   -9.465 eV

Atoms and positions in Å:
1 O -1.2517 1.6993 0.7173
2 C -0.5389 0.6348 0.3196
3 N 0.8203 0.6136 0.2961
4 C 1.0696 -0.5860 -0.1926
5 N -0.0793 -1.2365 -0.4180
6 N -1.1410 -0.4571 -0.1004
7 H -0.6882 2.4793 0.6209
8 H 2.0443 -1.0104 -0.4002
9 H -0.2351 -2.1370 -0.8426

Mulliken charges in e:
1 O -0.481
2 C 0.580
3 N -0.553
4 C -0.048
5 N 0.225
6 N -0.675
7 H 0.344
8 H 0.392
9 H 0.215


z.
The following is a quantum chemistry calculation of an isolated molecule of C2H3N3O, from the OMol25 dataset.

Calculated values
E_LUMO   0.315 eV
HOMO level   -8.897 eV

Atoms and positions in Å:
1 O 1.6153 -1.0766 0.0282
2 C 0.8098 1.0215 -0.5480
3 N -0.2655 1.6057 -0.0437
4 N -1.1466 0.5993 0.3046
5 C -0.6809 -0.5982 0.0325
6 N 0.5409 -0.3568 -0.4775
7 H 2.3473 -0.4854 -0.2355
8 H -1.9822 0.8146 0.8250
9 H -1.2382 -1.5241 0.1144

Mulliken charges in e:
1 O -0.399
2 C -0.256
3 N -0.539
4 N 0.168
5 C -0.143
6 N 0.156
7 H 0.396
8 H 0.224
9 H 0.394


Most stable: y. Least stable: z.


w.
The following is a quantum chemistry calculation of an isolated molecule of C2H3N3O, from the OMol25 dataset.

Calculated values
E_LUMO   0.784 eV
Structure (SMILES)   O=c1[nH]cn[nH]1
HOMO level   -9.427 eV

Atoms and positions in Å:
1 O 0.2066 -0.9751 -1.9708
2 C 0.0664 -0.3900 -0.9154
3 N -0.6785 -0.6896 0.2079
4 C -0.3932 0.3655 1.1750
5 N 0.4705 1.1976 0.7068
6 N 0.7070 0.7951 -0.5941
7 H -1.1952 -1.5760 0.1244
8 H -0.8506 0.5031 2.1649
9 H 1.6671 0.7694 -0.8986

Mulliken charges in e:
1 O -0.612
2 C 0.354
3 N -0.147
4 C -0.020
5 N -0.471
6 N 0.000
7 H 0.255
8 H 0.370
9 H 0.271


x.
The following is a quantum chemistry calculation of an isolated molecule of C2H3N3O, from the OMol25 dataset.

Calculated values
E_LUMO   0.528 eV
Structure (SMILES)   Oc1cnn[nH]1
HOMO level   -9.627 eV

Atoms and positions in Å:
1 O -1.8428 -0.2714 -0.1065
2 C -0.5194 -0.0588 -0.0684
3 C 0.1377 1.1160 -0.2735
4 N 1.4825 0.8837 -0.1708
5 N 1.7007 -0.3504 -0.0147
6 N 0.4450 -1.0411 0.1116
7 H -2.0348 -1.2167 -0.0533
8 H -0.2407 2.1020 -0.4861
9 H 0.8719 -1.1633 1.0617

Mulliken charges in e:
1 O -0.488
2 C 0.605
3 C -0.437
4 N -0.172
5 N -0.450
6 N -0.181
7 H 0.360
8 H 0.426
9 H 0.337


Most stable: w. Least stable: x.


w.
The following is a quantum chemistry calculation of an isolated molecule of C2H3N3O, from the OMol25 dataset.

Calculated values
E_LUMO   0.883 eV
Structure (SMILES)   Oc1c[nH]nn1
HOMO level   -9.221 eV

Atoms and positions in Å:
1 O 2.1057 0.1919 -0.1300
2 C 0.7692 0.0932 -0.0451
3 C -0.3350 0.9042 0.0804
4 N -1.3479 -0.0216 0.0892
5 N -0.9187 -1.2629 -0.0178
6 N 0.3627 -1.1980 -0.0992
7 H 2.2465 -0.7781 -0.2024
8 H -0.5420 1.9620 0.1615
9 H -2.3417 0.1086 0.1631

Mulliken charges in e:
1 O -0.526
2 C 0.505
3 C -0.471
4 N 0.286
5 N -0.641
6 N -0.196
7 H 0.430
8 H 0.394
9 H 0.220


x.
The following is a quantum chemistry calculation of an isolated molecule of C2H3N3O, from the OMol25 dataset.

Calculated values
E_LUMO   0.748 eV
Structure (SMILES)   Oc1cn[nH]n1
HOMO level   -9.710 eV

Atoms and positions in Å:
1 O -0.3467 -1.7666 -1.0242
2 C -0.0625 -0.5666 -0.2990
3 C 0.5464 0.5273 -0.8121
4 N 0.6177 1.4327 0.1356
5 N -0.0720 0.9272 1.1100
6 N -0.6189 -0.2664 0.8923
7 H -0.4766 -2.5475 -0.2007
8 H 1.1883 0.6432 -1.7364
9 H -0.3299 1.6176 1.8316

Mulliken charges in e:
1 O -0.541
2 C 0.468
3 C -0.163
4 N -0.508
5 N 0.332
6 N -0.591
7 H 0.398
8 H 0.325
9 H 0.279


Most stable: w. Least stable: x.


w.
The following is a quantum chemistry calculation of a cluster of 2 separate species, C2H3N3O in total, from the OMol25 dataset.

Calculated values
E_LUMO   -0.113 eV
HOMO level   -8.647 eV

Atoms and positions in Å:
1 C 1.0939 -0.7406 -0.3479
2 C -1.1201 0.4152 0.0938
3 N 1.0372 -2.1424 -0.4610
4 N 0.9897 -1.5320 -1.5318
5 N -0.8855 1.6592 0.6524
6 O -1.2467 0.4958 1.4450
7 H 1.9430 -0.1444 -0.0906
8 H -1.9185 0.1227 -0.5559
9 H 0.1071 1.8665 0.7961

Mulliken charges in e:
1 C 0.082
2 C 0.109
3 N -0.205
4 N -0.198
5 N -0.403
6 O -0.261
7 H 0.285
8 H 0.296
9 H 0.294


x.
The following is a quantum chemistry calculation of a structure of composition C2H3N3O, from the OMol25 dataset.

Calculated values
E_LUMO   -0.559 eV
HOMO level   -9.877 eV

Atoms and positions in Å:
1 N -0.4195 -0.3482 0.2401
2 C 0.8000 0.2658 0.2526
3 O -0.5038 -1.5664 -0.4533
4 N 1.9397 -0.0299 -0.1593
5 C -1.3611 0.7522 -0.0199
6 N -2.4489 1.1016 -0.3106
7 H -0.7242 -2.1961 0.2536
8 H 2.7115 0.5662 0.1380
9 H 0.0064 1.4549 0.0586

Mulliken charges in e:
1 N 0.159
2 C 0.074
3 O -0.367
4 N -0.513
5 C 0.156
6 N -0.388
7 H 0.367
8 H 0.294
9 H 0.217


Most stable: x. Least stable: w.


w.
The following is a quantum chemistry calculation of an isolated molecule of C2H3N3O, from the OMol25 dataset.

Calculated values
E_LUMO   0.611 eV
Structure (SMILES)   Oc1nnc[nH]1
HOMO level   -9.286 eV

Atoms and positions in Å:
1 O 0.6390 -1.9371 -0.4538
2 C 0.2506 -0.6897 -0.2003
3 N 0.6186 0.1840 -1.0925
4 N 0.1588 1.4001 -0.7100
5 C -0.4755 1.2270 0.4049
6 N -0.4564 -0.1064 0.7958
7 H 1.0824 -1.6296 -1.2922
8 H -0.9553 2.0150 0.9571
9 H -0.8763 -0.5033 1.6251

Mulliken charges in e:
1 O -0.513
2 C 0.437
3 N -0.346
4 N -0.430
5 C -0.066
6 N -0.085
7 H 0.431
8 H 0.379
9 H 0.194


x.
The following is a quantum chemistry calculation of an isolated molecule of C2H3N3O, from the OMol25 dataset.

Calculated values
E_LUMO (alpha / beta)   -0.153 / -0.154 eV
HOMO level (alpha / beta)   -9.072 / -9.072 eV

Atoms and positions in Å:
1 C -1.0655 -0.0055 -0.0331
2 C 0.4327 0.0281 0.0489
3 N 1.3153 -0.9572 0.4968
4 O 0.7895 -2.0401 0.6862
5 N 1.7822 1.9129 -0.7235
6 N 1.1201 1.0774 -0.3546
7 H -1.4496 0.9407 -0.4253
8 H -1.4473 -0.8154 -0.6658
9 H -1.4774 -0.1410 0.9706

Mulliken charges in e:
1 C -0.848
2 C 0.463
3 N -0.175
4 O -0.370
5 N -0.549
6 N 0.631
7 H 0.318
8 H 0.262
9 H 0.267


Most stable: w. Least stable: x.


w.
The following is a quantum chemistry calculation of an isolated molecule of C2H8N4, from the OMol25 dataset.

Calculated values
E_LUMO   1.143 eV
Structure (SMILES)   CN(C)n1[nH][nH]1
HOMO level   -9.183 eV

Atoms and positions in Å:
1 C -0.2702 -1.0953 -0.4412
2 N 0.0124 0.3352 -0.2955
3 C -0.9039 1.0815 0.5084
4 N 1.2531 0.5439 0.2035
5 N 2.3996 0.2209 -0.5663
6 N 2.0057 -0.6356 0.5636
7 H 0.5010 -1.6618 -1.1352
8 H -0.2006 -1.6816 0.4571
9 H -1.3100 -1.2376 -0.8718
10 H -0.8186 2.1598 0.3633
11 H -1.8576 0.7526 0.2711
12 H -0.8390 0.8743 1.5352
13 H 2.1029 -0.1984 -1.3586
14 H 2.6898 -0.3982 1.2552

Mulliken charges in e:
1 C -0.825
2 N 0.019
3 C -0.846
4 N 0.026
5 N -0.468
6 N -0.359
7 H 0.250
8 H 0.324
9 H 0.317
10 H 0.259
11 H 0.383
12 H 0.358
13 H 0.290
14 H 0.273


x.
The following is a quantum chemistry calculation of an isolated molecule of C2H8N4, from the OMol25 dataset.

Calculated values
E_LUMO   1.106 eV
Structure (SMILES)   [H]/N=N\N[C@H](C)N
HOMO level   -8.666 eV

Atoms and positions in Å:
1 H -0.0142 -2.1907 -1.7012
2 N -0.2787 -1.4187 -2.3323
3 N -0.8760 -0.4894 -1.8690
4 N -1.1741 -0.3185 -0.3350
5 C -0.0109 -0.1900 0.4239
6 C -0.1286 0.7341 1.6216
7 N 1.2169 0.3981 -0.5622
8 H -1.8361 0.4440 -0.2300
9 H 0.3973 -1.1745 0.6814
10 H 0.8397 0.8185 2.1104
11 H -0.4388 1.7345 1.3018
12 H -0.8685 0.3544 2.3244
13 H 1.0306 1.2993 -0.9840
14 H 2.1414 -0.0009 -0.4496

Mulliken charges in e:
1 H 0.243
2 N -0.303
3 N -0.026
4 N -0.236
5 C 0.198
6 C -1.327
7 N -0.516
8 H 0.308
9 H 0.280
10 H 0.336
11 H 0.364
12 H 0.344
13 H 0.178
14 H 0.158


y.
The following is a quantum chemistry calculation of a structure of composition C2H8N4, from the OMol25 dataset.

Calculated values
E_LUMO (alpha / beta)   1.063 / 1.063 eV
HOMO level (alpha / beta)   -6.300 / -6.282 eV

Atoms and positions in Å:
1 C -0.5553 -0.3568 0.0167
2 C 0.5541 0.5237 0.1565
3 N -1.4881 -0.2129 -0.9516
4 N -0.6545 1.6286 1.1451
5 N 1.1037 -1.4068 -0.9293
6 N 1.7974 -2.0475 -0.1636
7 H -0.8482 -0.9550 0.8716
8 H -1.2498 0.3241 -1.7720
9 H -2.4597 -0.3185 -0.6976
10 H 2.3604 -2.7800 -0.6693
11 H -0.2120 1.6565 2.0636
12 H -0.5047 2.5412 0.7145
13 H 0.8649 1.1140 -0.6959
14 H 1.2917 0.2893 0.9113

Mulliken charges in e:
1 C 0.280
2 C -0.763
3 N -0.357
4 N -0.688
5 N -0.291
6 N -0.341
7 H 0.347
8 H 0.192
9 H 0.240
10 H 0.216
11 H 0.212
12 H 0.193
13 H 0.387
14 H 0.373


Most stable: x. Least stable: y.